Record 1
The following is a quantum chemistry calculation of a structure of composition C44H67BBrF2IrN3O2P2, from OMol25.

Each line ends with the Mulliken charge.
Cartesian coordinates (Å):
1 Ir -0.17456 0.00375 0.56668  2.81
2 C 0.48734 0.02900 -1.46070  -2.52
3 H 0.56565 -1.02103 -1.76219  0.30
4 H 1.48317 0.46949 -1.58098  0.79
5 C 2.11876 -0.94632 -5.71594  -0.88
6 C 1.80505 0.55387 -5.84711  -1.00
7 C 1.23470 1.10856 -4.54593  -0.60
8 C -0.13708 0.49161 -4.25642  -0.60
9 C -0.12674 -1.01714 -4.59916  -0.74
10 C 1.28211 -1.59584 -4.60970  -0.72
11 P -0.82127 0.76857 -2.52748  0.47
12 C -3.14006 0.88783 -3.30090  -0.66
13 C -3.36222 -0.25594 -4.25648  -0.12
14 C -4.85039 -0.43893 -4.57864  -1.08
15 C -5.66105 -0.62046 -3.29899  -0.61
16 C -5.44173 0.54896 -2.34595  -1.24
17 C -3.95114 0.72238 -2.04297  0.33
18 C -0.57786 2.61613 -2.34119  0.29
19 C 0.75332 3.00395 -1.69207  0.24
20 C 0.94557 4.51610 -1.63967  -1.17
21 C -0.20713 5.19410 -0.91120  -0.28
22 C -1.52910 4.82981 -1.57302  -1.33
23 C -1.72833 3.31687 -1.61612  0.34
24 H 3.18058 -1.09166 -5.50238  0.39
25 H 1.92266 -1.44678 -6.66896  0.33
26 H 1.07461 0.71722 -6.64615  0.35
27 H 2.70397 1.10562 -6.13491  0.43
28 H 1.15107 2.19543 -4.60466  0.41
29 H 1.92960 0.89003 -3.73090  0.16
30 H -0.86019 0.98984 -4.91345  0.91
31 H -0.57957 -1.17272 -5.58513  0.54
32 H -0.75262 -1.57111 -3.89595  0.10
33 H 1.24512 -2.67863 -4.75156  0.66
34 H 1.74684 -1.43339 -3.63543  0.00
35 H -3.25223 1.86287 -3.78214  0.54
36 H -3.00313 -1.18168 -3.79111  -0.13
37 H -2.79411 -0.12775 -5.18069  0.28
38 H -5.21485 0.44621 -5.11277  0.38
39 H -4.99266 -1.29497 -5.24650  0.45
40 H -5.33755 -1.54339 -2.80315  0.20
41 H -6.72385 -0.73968 -3.52988  0.40
42 H -6.00164 0.39545 -1.41848  0.38
43 H -5.83100 1.46535 -2.80509  0.39
44 H -3.59606 -0.17381 -1.52506  -0.40
45 H -3.79659 1.54581 -1.34455  0.41
46 H -0.57798 2.99459 -3.37539  0.97
47 H 1.58754 2.54928 -2.22604  0.17
48 H 0.77954 2.59753 -0.67437  -0.83
49 H 1.00845 4.90943 -2.66235  0.31
50 H 1.89708 4.74890 -1.15341  0.41
51 H -0.06980 6.27897 -0.89191  0.48
52 H -0.22149 4.85019 0.12843  -0.11
53 H -1.53640 5.21874 -2.59958  0.35
54 H -2.36680 5.30099 -1.05156  0.46
55 H -2.67613 3.08967 -2.10267  0.05
56 H -1.80067 2.93710 -0.59233  -0.35
57 Br -2.05616 -6.20650 3.06133  -0.20
58 C -0.61304 -5.79286 1.89958  -0.26
59 C 0.05645 -6.81970 1.25291  -0.15
60 N 1.06673 -6.59722 0.41622  -0.69
61 C 1.42390 -5.33487 0.20141  -0.13
62 C 0.81678 -4.24352 0.81117  0.16
63 C -0.23536 -4.48143 1.69236  -0.06
64 C 1.24863 -2.81834 0.47611  -0.23
65 O 2.01400 -2.64682 -0.46857  -0.88
66 O 0.68408 -1.94443 1.21521  0.18
67 H -0.23585 -7.85029 1.41503  0.38
68 H 2.23585 -5.15767 -0.49323  0.51
69 H -0.72944 -3.65056 2.17640  0.47
70 C 3.30836 -2.14320 3.48891  -2.02
71 C 2.56233 -1.10001 4.32029  2.51
72 C 3.39205 -0.72861 5.54731  -1.88
73 C 1.23977 -1.72752 4.78307  -1.88
74 P 2.03182 0.32722 3.20935  0.74
75 C 1.52598 1.55201 4.48526  0.45
76 C 2.35082 2.41020 5.21331  -0.38
77 C 1.82631 3.28431 6.15193  -0.74
78 C 0.45983 3.31162 6.39465  -0.70
79 C -0.37481 2.46346 5.68606  -0.72
80 C 0.15637 1.60202 4.73842  -0.54
81 C 3.53100 1.05655 2.33940  2.43
82 C 4.88056 1.09749 3.05728  -1.88
83 C 3.12164 2.47497 1.91944  -2.31
84 C 3.69072 0.23278 1.05221  -2.60
85 H 2.76222 -2.38009 2.57927  0.23
86 H 3.40716 -3.06131 4.07534  0.58
87 H 4.31277 -1.81476 3.21913  0.22
88 H 3.60608 -1.63208 6.12720  0.56
89 H 2.85471 -0.03648 6.19630  0.31
90 H 4.34678 -0.27394 5.27901  0.26
91 H 1.44961 -2.62351 5.37500  0.55
92 H 0.62712 -2.00822 3.92648  0.13
93 H 0.66831 -1.04023 5.40946  0.35
94 H 3.41987 2.40001 5.05241  0.12
95 H 2.48789 3.94515 6.69835  0.45
96 H 0.05003 3.99637 7.12651  0.36
97 H -1.44401 2.48332 5.85220  0.42
98 H -0.50320 0.96094 4.16593  0.46
99 H 4.85894 1.67001 3.98432  0.16
100 H 5.61600 1.57078 2.39937  0.50
101 H 5.24863 0.09641 3.28677  0.41
102 H 3.09380 3.16748 2.76111  0.27
103 H 2.13558 2.47666 1.45155  0.46
104 H 3.84441 2.85218 1.19033  0.62
105 H 3.96228 -0.80395 1.24388  0.27
106 H 4.47955 0.67927 0.43938  0.62
107 H 2.76639 0.21846 0.46984  0.35
108 N -2.66632 -1.31916 2.39849  -0.18
109 C -2.73216 -2.01198 1.22948  -0.10
110 C -3.58338 -3.12656 1.10330  -1.05
111 C -3.57484 -3.84391 -0.06882  -0.83
112 C -2.72618 -3.45547 -1.10370  -1.11
113 C -1.92950 -2.35150 -0.89718  -0.27
114 N -1.92540 -1.63055 0.22766  1.30
115 H -3.45431 -1.37958 3.02074  0.30
116 H -2.18883 -0.42424 2.34332  -0.29
117 H -4.20933 -3.41642 1.93622  0.45
118 H -4.21492 -4.70981 -0.17577  0.48
119 H -2.67782 -3.99369 -2.03901  0.55
120 H -1.25011 -2.00824 -1.66659  0.28
121 F -0.29868 2.88551 1.64865  -0.23
122 B -0.95986 1.70379 1.49093  0.45
123 F -2.24741 1.87125 1.94650  -0.06

Computed properties:
E_tot   -152854.60342 eV
ΔE to the lowest compared entry with this formula, charge and spin   32.8 kcal per mole
<S²>   6.01
Charge   -1
Max |F|   0.48 eV/A
LUMO (alpha / beta)   2.2 / 2.2 eV
Multiplicity   5


Record 2
The following is a quantum chemistry calculation of a structure of composition C44H67BCoN9O2S in a non-equilibrium geometry, from OMol25.

Each line ends with the Mulliken charge.
Cartesian coordinates (Å):
1 Co -0.25775 0.40639 0.11061  -0.22
2 C -4.12062 -2.90966 -1.41233  -2.19
3 C -3.11660 -1.78691 -1.15559  2.10
4 C -2.80606 -1.06572 -2.46580  -0.77
5 C -1.90919 -2.31304 -0.41208  -0.51
6 C -1.68042 -3.64968 -0.07185  -0.85
7 C -0.55432 -3.65444 0.73124  -0.30
8 C 0.09056 -4.84618 1.38176  0.98
9 C -0.89003 -5.52692 2.34154  -1.59
10 C 0.58285 -5.82979 0.31535  -1.69
11 N -0.14396 -2.37822 0.84901  1.02
12 N -0.96278 -1.54799 0.14654  0.77
13 B 1.00704 -1.79220 1.70220  0.94
14 N 2.07051 -1.12484 0.77958  0.86
15 N 1.63313 -0.00442 0.15592  0.47
16 C 2.64931 0.55486 -0.48324  -1.01
17 C 3.78527 -0.22286 -0.27989  -0.73
18 C 3.38364 -1.29221 0.51406  -0.15
19 C 4.32829 -2.39362 0.94082  0.36
20 C 3.71655 -3.68790 1.47048  -1.25
21 C 5.37715 -1.84872 1.91849  -1.40
22 C 2.49018 1.86221 -1.20840  3.22
23 C 3.09153 2.99901 -0.37569  -1.73
24 C 3.12483 1.81393 -2.59710  -1.61
25 N 0.46056 -0.65938 2.62510  0.62
26 N -0.07715 0.48542 2.11265  0.34
27 C -0.31095 1.30623 3.13551  -0.74
28 C 0.03605 0.66948 4.33126  -0.70
29 C 0.51740 -0.57538 3.96812  -0.12
30 C 1.07939 -1.65534 4.84881  1.04
31 C 0.49911 -1.57343 6.25938  -1.89
32 C 2.60746 -1.56283 4.88026  -1.11
33 C -0.81794 2.70826 2.95282  2.59
34 C 0.13782 3.52378 2.07321  -0.89
35 C -1.05020 3.39677 4.29303  -2.25
36 H -5.01566 -2.50209 -1.88419  0.47
37 H -4.42149 -3.40718 -0.48935  0.46
38 H -3.70109 -3.66087 -2.08679  0.37
39 H -3.60682 -1.06249 -0.50067  -0.71
40 H -2.34949 -1.75163 -3.18503  0.37
41 H -2.13041 -0.22482 -2.32048  -0.79
42 H -3.74043 -0.69035 -2.89480  0.62
43 H -2.27062 -4.50624 -0.35563  0.73
44 H 0.94840 -4.50906 1.96102  -0.45
45 H -1.76802 -5.89387 1.80416  0.32
46 H -1.23224 -4.83298 3.11244  0.36
47 H -0.41290 -6.37789 2.83208  0.44
48 H -0.25872 -6.22462 -0.25934  0.39
49 H 1.10157 -6.67069 0.78090  0.41
50 H 1.26662 -5.34578 -0.38508  0.35
51 H 1.48485 -2.63784 2.37923  -0.94
52 H 4.77709 -0.05668 -0.67201  0.62
53 H 4.85546 -2.65168 0.01924  0.59
54 H 3.33683 -3.57237 2.48627  0.12
55 H 4.48845 -4.45935 1.49176  0.49
56 H 2.90406 -4.04121 0.83238  -0.02
57 H 4.91094 -1.53135 2.85277  0.24
58 H 5.90799 -0.99332 1.49975  0.40
59 H 6.10930 -2.62484 2.15138  0.43
60 H 1.41358 2.04176 -1.31551  -1.70
61 H 4.15375 2.81513 -0.20069  0.40
62 H 2.59965 3.08151 0.59558  0.31
63 H 2.99352 3.95523 -0.89713  0.31
64 H 4.20750 1.69319 -2.51452  0.42
65 H 2.93805 2.74694 -3.13776  0.29
66 H 2.73498 0.97451 -3.17325  0.32
67 H -0.04765 1.06457 5.33071  0.56
68 H 0.80386 -2.62157 4.42158  -0.23
69 H 0.84905 -0.67607 6.77583  0.30
70 H 0.81779 -2.43757 6.84438  0.47
71 H -0.59194 -1.55584 6.24218  0.43
72 H 2.91845 -0.61165 5.32003  0.34
73 H 3.01926 -1.62035 3.87194  -0.14
74 H 3.03376 -2.37385 5.47602  0.42
75 H -1.77538 2.64948 2.44508  -0.93
76 H 1.12428 3.58940 2.53960  0.53
77 H -0.23861 4.54204 1.93300  0.37
78 H 0.25888 3.06573 1.08875  -0.31
79 H -0.11595 3.50004 4.85059  0.38
80 H -1.75687 2.83697 4.90822  0.45
81 H -1.45884 4.39736 4.13672  0.47
82 C 1.04841 5.77283 -2.58095  -0.95
83 O -0.00356 5.07642 -1.91463  -0.53
84 C -0.58274 4.03387 -2.56831  1.39
85 C -0.18928 3.55560 -3.80585  -0.43
86 C -0.88051 2.49164 -4.37676  -0.89
87 C -1.95306 1.91514 -3.71880  -0.98
88 C -2.35890 2.40512 -2.48457  -0.31
89 C -1.68252 3.46509 -1.91404  -0.07
90 N -2.11128 4.17752 -0.75650  0.26
91 C -3.06905 3.95705 0.11434  -0.97
92 C -3.64013 2.75913 0.56216  0.76
93 C -4.83851 2.87441 1.33749  -0.91
94 C -5.34239 1.81968 2.02203  -1.13
95 C -4.61086 0.60224 2.02567  -0.87
96 C -3.44741 0.45933 1.32823  -0.55
97 C -2.92808 1.51681 0.53038  0.98
98 O -1.84628 1.42178 -0.14919  -0.17
99 H 1.33755 6.58788 -1.92615  0.28
100 H 0.71001 6.17387 -3.53732  0.39
101 H 1.90628 5.11648 -2.73977  0.27
102 H 0.63562 4.01262 -4.33424  0.39
103 H -0.57556 2.12135 -5.34775  0.77
104 H -2.48977 1.09148 -4.16772  0.39
105 H -3.21490 1.97500 -1.98443  0.40
106 H -1.70139 5.10333 -0.72266  0.33
107 H -3.40574 4.86473 0.60940  0.44
108 H -5.34428 3.83371 1.36548  0.49
109 H -6.26203 1.91201 2.58275  0.42
110 H -4.97349 -0.23208 2.61442  0.50
111 H -2.86942 -0.45236 1.38033  0.74
112 C 0.51841 0.99348 -6.06789  -1.84
113 N 0.14580 0.57305 -4.72061  0.41
114 C 0.28744 -0.66512 -4.19663  0.20
115 S 0.59372 -0.88894 -2.54848  -0.01
116 N 0.17880 -1.73443 -5.00681  -0.13
117 C -0.48421 -1.81730 -6.30360  -1.06
118 H 1.00316 1.96607 -6.00123  0.38
119 H -0.33419 1.08161 -6.74076  0.53
120 H 1.23712 0.29958 -6.49785  0.52
121 H 0.14233 1.28670 -4.01137  -0.14
122 H 0.37990 -2.60130 -4.53680  0.31
123 H -1.21164 -1.01659 -6.40721  0.31
124 H -1.02265 -2.76174 -6.35129  0.36
125 H 0.21385 -1.77920 -7.13972  0.35

Computed properties:
E_tot   -113357.40921 eV
ΔE to the lowest compared entry with this formula, charge and spin   6.1 kcal per mole
<S²>   0.90
Charge   +1
Max |F|   3.47 eV/A
LUMO (alpha / beta)   -3.2 / -3.2 eV
Multiplicity   2